{"formula": "C5H7NO", "method": "wB97M-V/def2-TZVPD", "relative_energy_ev": 4.405, "e_tot_ev": -8831.7982, "lumo_ha": 0.0357, "spin_multiplicity": 1, "symbols": ["C", "C", "C", "C", "C", "N", "O", "H", "H", "H", "H", "H", "H", "H"], "xyz": [[2.6142, 0.1668, -0.1718], [0.0424, -0.0913, -1.1219], [-0.7942, 0.4747, 0.0793], [1.1343, 0.1245, -0.0729], [-1.8376, -0.4436, 0.7548], [2.4718, -1.0109, 0.2771], [0.3708, 0.5867, 0.9736], [3.3297, 0.8799, -0.3897], [-0.2016, -1.0751, -1.1601], [0.2573, 0.5212, -1.9559], [-1.1444, 1.4571, 0.0027], [-2.2997, -1.0941, 0.0023], [-2.5865, 0.2958, 1.1035], [-1.3565, -0.7916, 1.6791]], "forces_ev_per_angstrom": [[-3.76, -1.55, 1.17], [1.05, 2.52, 4.03], [-0.10, -1.13, 0.65], [3.99, -1.57, -0.23], [0.00, 2.30, -0.28], [-1.45, 1.94, -0.90], [0.31, -0.30, -0.96], [1.92, 1.11, -0.40], [-0.53, -2.89, -1.28], [-0.46, 0.18, -1.17], [-0.71, 1.42, -0.65], [0.22, -0.37, 0.77], [-0.13, -0.78, -0.09], [-0.34, -0.87, -0.67]], "lowdin_charge": [-0.15, 0.01, -0.30, -0.34, -0.02, 0.18, -0.01, 0.07, 0.08, 0.11, 0.12, 0.08, 0.08, 0.09]}